A structure of composition C11H30ClGdI2N2P2S in a non-equilibrium geometry. Source: the OMol25 dataset; level of theory: ωB97M-V/def2-TZVPD.

Geometry (Å):
I: 0.362 1.560 0.363
I: 0.385 -1.064 0.437
Gd: 0.126 0.086 -4.426
P: -2.330 -0.090 -3.249
C: -2.765 -0.092 -1.493
C: -3.324 1.317 -3.889
H: -4.387 1.040 -3.895
H: -4.339 -1.292 -3.877
H: -3.003 1.564 -4.910
H: -2.955 -1.707 -4.949
H: -2.567 0.894 -1.056
H: -3.167 2.189 -3.242
C: -3.265 -1.515 -3.914
H: -3.820 -0.366 -1.352
H: -3.045 -2.401 -3.306
H: -2.122 -0.804 -0.956
P: 2.567 -0.091 -3.042
C: 3.369 0.023 -1.414
C: 3.374 -1.575 -3.759
H: 3.031 1.336 -4.992
H: 4.487 1.081 -3.965
H: 3.202 2.220 -3.443
C: 3.407 1.270 -3.958
H: 2.999 -1.760 -4.777
H: 4.462 -1.432 -3.778
H: 4.464 0.037 -1.501
H: 3.051 -0.831 -0.800
H: 3.123 -2.438 -3.125
H: 3.022 0.934 -0.910
Cl: -0.344 -0.947 -6.584
C: 1.345 2.528 5.281
C: -0.012 1.877 5.065
N: -0.033 1.191 3.761
C: -1.221 0.571 3.415
S: -2.356 1.198 2.342
N: -1.403 -0.654 3.965
C: -0.248 -1.549 4.142
C: -0.637 -2.770 4.951
H: 2.122 1.760 5.333
H: 1.333 3.062 6.238
H: 1.588 3.244 4.489
H: -0.210 1.129 5.842
H: -0.810 2.638 5.100
H: 0.275 1.815 3.010
H: -2.246 -1.118 3.622
H: 0.123 -1.855 3.146
H: 0.551 -0.970 4.619
H: -1.009 -3.559 4.288
H: 0.255 -3.142 5.457
H: -1.406 -2.542 5.698

Summary:
**Net charge**: +2
**Gap between HOMO and LUMO (alpha / beta)**: 2.5 / 5.0 eV
**ΔE to the lowest compared entry with this formula, charge and spin**: 0.00 kJ/mol
**Energy**: -3448.2333 Ha
**HOMO level (alpha / beta)**: -0.458 / -0.458 Ha
**2S+1**: 8
**Expectation value of S²**: 16.05